3 unconnected molecules or ions with the total composition C23H65N10O2P4S, computed with wB97M-V/def2-TZVPD.

Geometry (Å):
C (-1.845, 2.764, -4.294)
C (-0.820, 3.610, -3.329)
C (0.637, 2.792, -3.259)
C (0.582, 1.899, -1.886)
N (1.358, 0.602, -1.927)
C (0.837, -0.435, -0.958)
N (0.957, -1.902, -1.423)
C (2.165, -2.559, -0.794)
C (3.145, -3.356, -1.847)
C (2.432, -4.764, -2.290)
N (2.123, -4.665, -3.768)
N (0.320, -0.167, 0.301)
P (-0.282, -1.432, 1.442)
S (-1.986, -2.195, 0.769)
P (3.121, 0.834, -1.823)
C (3.617, 2.581, -1.238)
C (3.725, 0.662, -3.667)
C (4.124, 2.121, -4.335)
H (-2.647, 3.532, -4.691)
H (-1.195, 2.390, -5.221)
H (-2.311, 1.867, -3.684)
H (-1.295, 3.651, -2.238)
H (-0.673, 4.739, -3.649)
H (0.767, 2.181, -4.248)
H (1.456, 3.659, -3.222)
H (-0.562, 1.594, -1.735)
H (0.839, 2.604, -0.982)
H (0.069, -2.421, -1.250)
H (2.825, -1.673, -0.344)
H (1.926, -3.277, 0.106)
H (3.513, -2.684, -2.737)
H (4.128, -3.648, -1.238)
H (1.489, -4.939, -1.602)
H (3.187, -5.655, -2.104)
H (2.931, -5.037, -4.318)
H (1.242, -5.201, -3.932)
H (0.253, 0.826, 0.666)
H (-0.646, -0.825, 2.730)
H (0.699, -2.455, 1.737)
H (4.789, 2.681, -1.437)
H (3.119, 3.466, -1.825)
H (3.504, 2.672, -0.058)
H (2.815, 0.234, -4.306)
H (4.584, -0.144, -3.757)
H (3.371, 2.960, -3.992)
H (3.984, 2.019, -5.508)
H (5.195, 2.491, -4.020)
O (-3.541, -9.227, 4.278)
P (-3.285, -7.938, 3.460)
N (-4.680, -7.163, 4.039)
C (-6.036, -7.526, 3.699)
C (-4.601, -6.750, 5.439)
N (-3.471, -8.691, 1.941)
C (-4.495, -8.435, 0.945)
C (-3.106, -10.115, 1.863)
N (-2.990, -6.455, 2.520)
C (-1.642, -5.960, 2.819)
C (-3.881, -5.306, 2.366)
H (-6.715, -6.700, 3.932)
H (-6.378, -8.420, 4.232)
H (-6.174, -7.684, 2.634)
H (-3.798, -6.017, 5.565)
H (-4.397, -7.598, 6.102)
H (-5.521, -6.266, 5.787)
H (-5.419, -8.978, 1.164)
H (-4.154, -8.764, -0.046)
H (-4.728, -7.380, 0.822)
H (-3.909, -10.751, 2.253)
H (-2.187, -10.316, 2.431)
H (-2.897, -10.425, 0.831)
H (-1.602, -5.526, 3.823)
H (-1.315, -5.208, 2.095)
H (-0.917, -6.782, 2.774)
H (-3.987, -4.733, 3.294)
H (-4.876, -5.591, 2.014)
H (-3.492, -4.625, 1.600)
O (0.798, 5.341, -0.288)
P (1.640, 6.623, -0.074)
N (1.610, 6.489, 1.618)
C (0.447, 6.695, 2.450)
C (2.429, 5.400, 2.150)
N (0.466, 7.676, -0.723)
C (-0.260, 8.726, -0.032)
C (-0.416, 7.120, -1.761)
N (2.608, 8.096, 0.173)
C (3.852, 7.985, -0.596)
C (2.905, 8.764, 1.439)
H (0.753, 6.866, 3.486)
H (-0.242, 5.844, 2.425)
H (-0.103, 7.593, 2.188)
H (3.480, 5.569, 1.898)
H (2.130, 4.430, 1.739)
H (2.377, 5.332, 3.243)
H (-1.125, 8.332, 0.510)
H (-0.639, 9.465, -0.751)
H (0.355, 9.300, 0.657)
H (-1.224, 6.528, -1.317)
H (0.149, 6.484, -2.457)
H (-0.869, 7.910, -2.374)
H (4.533, 7.264, -0.132)
H (4.363, 8.948, -0.684)
H (3.639, 7.643, -1.616)
H (3.581, 8.178, 2.072)
H (2.004, 8.999, 2.012)
H (3.386, 9.733, 1.253)

Net charge ... +1
HOMO level ... -9.347 eV


10 unconnected molecules or ions with the total composition C23H67N14O11, computed with wB97M-V/def2-TZVPD.

Geometry (Å):
C (-0.175, -1.012, 1.411)
C (-0.060, 0.376, 0.812)
O (0.087, 1.386, 1.537)
O (-0.112, 0.500, -0.459)
H (-0.140, -0.836, 2.484)
H (0.655, -1.582, 0.994)
H (-1.048, -1.627, 1.191)
C (-0.271, -2.567, 4.645)
C (-0.568, -3.834, 3.906)
C (0.609, -4.841, 4.065)
O (1.801, -4.410, 3.434)
C (1.835, -4.440, 2.024)
N (-1.821, -4.437, 4.366)
H (0.794, -2.343, 4.649)
H (-0.743, -2.521, 5.629)
H (-0.802, -1.735, 4.174)
H (-0.695, -3.606, 2.842)
H (0.243, -5.804, 3.688)
H (0.838, -5.055, 5.108)
H (1.259, -3.621, 1.587)
H (1.459, -5.363, 1.571)
H (2.863, -4.325, 1.683)
H (-2.547, -3.865, 3.941)
H (-2.032, -5.328, 3.927)
C (2.179, 1.973, -4.378)
C (2.629, 0.502, -4.044)
C (4.078, 0.359, -4.514)
O (4.179, 0.354, -5.959)
C (4.106, -0.957, -6.430)
N (2.486, 0.221, -2.618)
H (1.090, 2.035, -4.369)
H (2.513, 2.242, -5.383)
H (2.576, 2.743, -3.716)
H (2.026, -0.156, -4.668)
H (4.607, -0.516, -4.132)
H (4.631, 1.240, -4.181)
H (3.128, -1.442, -6.368)
H (4.909, -1.569, -6.008)
H (4.312, -0.910, -7.504)
H (1.546, 0.327, -2.251)
H (3.025, 0.753, -1.944)
C (-1.221, 0.174, -3.927)
C (-1.392, -1.340, -3.743)
C (0.029, -1.892, -3.363)
O (0.010, -3.274, -3.102)
C (1.079, -3.705, -2.277)
N (-2.212, -1.673, -2.599)
H (-0.572, 0.649, -3.195)
H (-2.197, 0.643, -4.049)
H (-0.725, 0.248, -4.899)
H (-1.663, -1.791, -4.699)
H (0.291, -1.400, -2.424)
H (0.689, -1.536, -4.160)
H (1.985, -3.650, -2.894)
H (1.071, -4.782, -2.097)
H (1.203, -3.183, -1.328)
H (-2.043, -2.577, -2.184)
H (-2.196, -0.966, -1.882)
C (-3.786, -1.151, 3.965)
C (-4.634, -0.088, 3.338)
C (-3.988, 1.084, 2.651)
O (-4.929, 2.071, 2.303)
C (-4.333, 3.298, 1.944)
N (-5.499, -0.783, 2.381)
H (-3.406, -0.964, 4.971)
H (-2.977, -1.424, 3.278)
H (-4.367, -2.060, 4.127)
H (-5.342, 0.229, 4.108)
H (-3.423, 0.828, 1.748)
H (-3.257, 1.464, 3.378)
H (-5.122, 3.785, 1.368)
H (-3.507, 3.132, 1.247)
H (-3.992, 3.957, 2.745)
H (-5.033, -1.256, 1.617)
H (-6.163, -0.137, 1.971)
C (3.350, 3.538, 0.301)
O (4.558, 3.743, 0.127)
N (2.385, 4.368, -0.010)
N (2.886, 2.368, 0.786)
H (2.480, 5.187, -0.583)
H (1.474, 4.262, 0.409)
H (1.897, 2.168, 0.852)
H (3.450, 1.603, 1.127)
C (-0.551, 4.096, -1.370)
O (-0.817, 5.178, -1.877)
N (-0.920, 3.745, -0.103)
N (0.023, 3.006, -1.946)
H (-0.796, 2.776, 0.158)
H (-1.378, 4.298, 0.599)
H (0.195, 2.165, -1.396)
H (0.327, 2.999, -2.902)
C (4.458, -1.262, 0.461)
O (4.267, -0.436, 1.339)
N (3.485, -1.698, -0.327)
N (5.669, -1.784, 0.164)
H (2.557, -1.386, -0.094)
H (3.636, -2.331, -1.089)
H (5.832, -2.562, -0.447)
H (6.476, -1.338, 0.566)
C (0.031, 3.131, 4.662)
O (0.096, 3.667, 5.778)
N (0.915, 3.308, 3.660)
N (-0.940, 2.299, 4.333)
H (1.589, 4.047, 3.745)
H (0.908, 2.602, 2.945)
H (-1.007, 2.039, 3.360)
H (-1.708, 2.033, 4.920)
C (-4.126, 1.920, -1.635)
O (-5.326, 1.683, -1.814)
N (-3.274, 1.040, -1.133)
N (-3.518, 3.091, -1.960)
H (-2.291, 1.128, -1.344)
H (-3.656, 0.127, -0.948)
H (-2.537, 3.207, -1.760)
H (-3.924, 3.733, -2.616)

Net charge ... -1
Energy above the lowest of the compared OMol25 structures with the same formula, charge and spin ... 0.000 eV
HOMO level ... -6.910 eV


9 unconnected molecules or ions with the total composition C23H67N5O9, computed with wB97M-V/def2-TZVPD.

Geometry (Å):
C (-1.944, -1.700, -5.031)
O (-2.826, -2.633, -4.422)
C (-2.206, -3.386, -3.402)
C (-3.132, -4.569, -3.022)
C (-2.871, -5.080, -1.612)
N (-3.137, -5.613, -4.021)
H (-2.612, -0.975, -5.480)
H (-1.276, -2.214, -5.729)
H (-1.253, -1.271, -4.297)
H (-1.305, -3.853, -3.819)
H (-2.026, -2.770, -2.514)
H (-4.154, -4.174, -3.041)
H (-3.496, -5.964, -1.478)
H (-3.100, -4.413, -0.784)
H (-1.817, -5.359, -1.527)
H (-3.390, -5.287, -4.938)
H (-2.281, -6.153, -4.025)
C (1.774, -1.756, -2.472)
O (1.470, -2.980, -1.841)
C (2.424, -4.007, -1.910)
C (1.704, -5.333, -1.622)
C (0.984, -5.278, -0.288)
N (2.555, -6.502, -1.703)
H (2.559, -1.223, -1.923)
H (0.888, -1.136, -2.579)
H (2.190, -1.964, -3.465)
H (3.037, -4.008, -2.817)
H (3.153, -3.891, -1.092)
H (0.891, -5.436, -2.353)
H (1.628, -4.940, 0.524)
H (0.465, -6.210, -0.056)
H (0.114, -4.627, -0.410)
H (2.994, -6.790, -0.840)
H (3.283, -6.435, -2.403)
C (-0.179, 2.459, 2.718)
O (0.223, 1.753, 1.546)
C (0.205, 0.353, 1.785)
C (0.301, -0.382, 0.457)
C (-0.910, -0.144, -0.444)
N (0.407, -1.831, 0.659)
H (0.588, 2.376, 3.494)
H (-1.173, 2.147, 3.043)
H (-0.202, 3.482, 2.336)
H (1.059, 0.079, 2.415)
H (-0.720, 0.092, 2.310)
H (1.216, -0.015, -0.027)
H (-1.795, -0.022, 0.195)
H (-1.210, -0.942, -1.124)
H (-0.904, 0.793, -0.996)
H (1.258, -2.021, 1.189)
H (0.533, -2.279, -0.253)
N (-1.823, -3.775, 4.782)
C (-0.858, -3.783, 3.829)
N (-1.210, -3.459, 2.546)
O (0.297, -4.121, 4.127)
H (-1.546, -4.233, 5.632)
H (-2.771, -3.739, 4.449)
H (-0.418, -3.098, 2.008)
H (-2.171, -3.277, 2.338)
C (-2.519, 1.324, -3.070)
C (-3.183, 2.096, -1.962)
O (-3.812, 3.226, -2.558)
H (-2.052, 0.375, -2.799)
H (-1.770, 1.834, -3.678)
H (-3.264, 0.892, -3.748)
H (-2.461, 2.420, -1.209)
H (-3.971, 1.451, -1.562)
H (-4.431, 3.651, -1.961)
C (1.826, 6.155, 5.725)
C (1.679, 4.719, 5.235)
O (0.810, 3.969, 6.049)
H (0.826, 6.545, 5.959)
H (2.176, 6.925, 5.034)
H (2.422, 6.203, 6.635)
H (2.677, 4.283, 5.285)
H (1.387, 4.674, 4.181)
H (-0.090, 4.308, 5.997)
C (-2.481, 6.866, 2.797)
C (-1.809, 5.954, 3.820)
O (-2.737, 5.830, 4.907)
H (-3.352, 6.453, 2.295)
H (-1.710, 7.118, 2.053)
H (-2.771, 7.831, 3.214)
H (-0.856, 6.376, 4.152)
H (-1.688, 4.940, 3.439)
H (-2.554, 6.430, 5.632)
C (3.545, 2.092, 1.707)
C (4.331, 2.639, 0.522)
O (5.481, 1.803, 0.389)
H (4.268, 2.206, 2.517)
H (3.194, 1.080, 1.531)
H (2.666, 2.678, 1.973)
H (4.619, 3.693, 0.580)
H (3.753, 2.579, -0.411)
H (6.087, 2.177, -0.255)
C (2.886, 1.412, -3.612)
C (1.504, 2.016, -3.414)
O (1.630, 3.268, -2.741)
H (2.688, 0.529, -4.226)
H (3.485, 1.206, -2.728)
H (3.463, 2.100, -4.232)
H (0.785, 1.328, -2.959)
H (1.093, 2.200, -4.413)
H (0.749, 3.659, -2.711)

Energy above the lowest of the compared OMol25 structures with the same formula, charge and spin ... 1.106 eV
SMILES ... COC[C@H](C)N.COC[C@H](C)N.COC[C@H](C)N.NC(N)=O.CCO.CCO.CCO.CCO.CCO
HOMO level ... -9.039 eV


A molecular structure, C23H67O11S10Sn, computed with wB97M-V/def2-TZVPD.

Geometry (Å):
Sn (-3.067, -0.927, 0.396)
C (1.647, 0.721, -0.507)
C (0.159, 0.418, -0.732)
C (0.068, -1.020, -1.244)
O (-0.670, 0.693, 0.348)
H (1.749, 1.801, -0.373)
H (2.193, 0.441, -1.410)
H (2.064, 0.158, 0.326)
H (-0.128, 1.119, -1.539)
H (0.515, -1.129, -2.238)
H (-0.961, -1.366, -1.301)
H (0.628, -1.698, -0.594)
C (0.199, -4.668, -1.380)
S (-1.109, -4.496, -0.155)
O (-1.957, -3.302, -0.509)
C (-2.093, -5.934, -0.672)
H (-0.130, -4.926, -2.384)
H (0.944, -5.350, -0.966)
H (0.764, -3.736, -1.449)
H (-2.845, -6.020, 0.110)
H (-1.511, -6.854, -0.674)
H (-2.498, -5.714, -1.656)
C (-0.070, 0.740, -4.648)
S (0.670, 2.270, -5.220)
O (-0.332, 2.953, -6.074)
C (0.863, 3.090, -3.625)
H (-0.964, 0.904, -4.043)
H (0.698, 0.179, -4.119)
H (-0.402, 0.253, -5.564)
H (1.134, 4.133, -3.762)
H (1.511, 2.514, -2.964)
H (-0.119, 3.069, -3.138)
C (-4.568, -1.934, -4.295)
S (-2.880, -1.325, -4.049)
O (-2.892, -0.734, -2.665)
C (-2.155, -2.955, -3.815)
H (-5.281, -1.111, -4.261)
H (-4.768, -2.553, -3.422)
H (-4.652, -2.425, -5.263)
H (-1.188, -2.943, -3.313)
H (-2.094, -3.505, -4.753)
H (-2.769, -3.480, -3.079)
C (-0.986, -2.962, 4.610)
S (-0.213, -2.470, 3.041)
O (-1.424, -2.435, 2.156)
C (0.194, -0.788, 3.518)
H (-1.436, -3.941, 4.450)
H (-1.803, -2.249, 4.714)
H (-0.307, -3.022, 5.458)
H (-0.514, -0.337, 4.208)
H (0.232, -0.235, 2.573)
H (1.189, -0.754, 3.962)
C (-3.164, 2.716, -1.044)
S (-4.420, 3.191, 0.170)
O (-4.733, 1.873, 0.838)
C (-5.685, 3.463, -1.082)
H (-2.958, 3.502, -1.770)
H (-3.475, 1.804, -1.554)
H (-2.270, 2.555, -0.435)
H (-6.672, 3.690, -0.676)
H (-5.765, 2.613, -1.756)
H (-5.439, 4.388, -1.610)
C (0.203, 4.229, 0.769)
S (0.447, 6.026, 0.893)
O (1.910, 6.126, 1.156)
C (-0.383, 6.201, 2.516)
H (0.706, 3.915, -0.143)
H (-0.863, 3.992, 0.777)
H (0.658, 3.681, 1.595)
H (0.280, 6.602, 3.278)
H (-0.722, 5.221, 2.855)
H (-1.283, 6.813, 2.448)
C (3.712, -3.224, 3.777)
S (4.305, -2.701, 2.153)
O (5.328, -3.750, 1.890)
C (2.898, -3.025, 1.042)
H (4.549, -3.416, 4.441)
H (3.093, -4.125, 3.750)
H (3.038, -2.476, 4.209)
H (3.295, -3.589, 0.196)
H (2.334, -2.149, 0.731)
H (2.234, -3.742, 1.535)
C (-4.478, 1.678, 4.388)
S (-2.892, 0.846, 4.133)
O (-3.097, -0.359, 3.264)
C (-2.195, 2.091, 3.035)
H (-4.444, 2.620, 4.930)
H (-4.936, 0.970, 5.091)
H (-5.176, 1.649, 3.553)
H (-1.252, 1.737, 2.593)
H (-1.721, 2.945, 3.527)
H (-2.887, 2.255, 2.215)
C (4.841, -1.194, -1.523)
S (4.951, -1.815, -3.207)
O (4.182, -3.092, -3.159)
C (3.871, -0.557, -3.930)
H (5.129, -1.998, -0.845)
H (3.781, -1.090, -1.285)
H (5.429, -0.284, -1.431)
H (3.732, -0.591, -5.011)
H (4.260, 0.454, -3.768)
H (2.872, -0.575, -3.489)
C (4.776, 2.774, 1.511)
S (4.496, 1.007, 1.738)
O (5.597, 0.447, 2.559)
C (2.990, 1.074, 2.714)
H (4.631, 3.242, 2.487)
H (4.004, 3.139, 0.832)
H (5.771, 3.044, 1.169)
H (2.078, 1.199, 2.135)
H (2.975, 1.722, 3.596)
H (2.920, 0.102, 3.212)

Net charge ... +1
HOMO level ... -10.379 eV


Number 4 is which compound? C23H67O11S10Sn